No. 1
Entry from the OMol25 dataset: C8H5I3NO3 as an isolated structure in a non-equilibrium geometry (wB97M-V/def2-TZVPD).

Net charge   -1
Gap between HOMO and LUMO   6.9 eV
Multiplicity   1

Element x y z (Å)
1 C -1.351 -1.168 -0.899
2 C 0.698 0.033 -0.957
3 C -0.499 -0.212 -1.491
4 C -0.836 -1.973 0.138
5 C 1.074 2.199 0.691
6 C -3.041 1.084 1.004
7 C 0.404 -1.572 0.700
8 C 1.167 -0.587 0.169
9 N 2.117 2.148 0.159
10 O -3.480 1.810 0.235
11 O -0.032 2.232 1.112
12 O -2.717 0.426 1.911
13 I -1.419 0.739 -3.099
14 I -1.913 -3.622 0.877
15 I 4.846 0.423 0.092
16 H -2.466 -1.299 -1.189
17 H 1.475 0.635 -1.502
18 H 0.825 -2.095 1.527
19 H 2.215 -0.566 0.388
20 H 2.933 1.366 0.136

No. 2
Entry from the OMol25 dataset: C8H6Br4 as an isolated structure in a non-equilibrium geometry (wB97M-V/def2-TZVPD).

Gap between HOMO and LUMO   7.8 eV
Multiplicity   1

Element x y z (Å)
1 C 1.314 1.335 1.012
2 C 1.795 1.171 -0.426
3 C 0.191 0.745 1.423
4 C 1.271 0.060 -1.081
5 C -0.593 -0.242 0.588
6 C 0.310 -0.803 -0.498
7 C 0.326 -2.138 -0.846
8 C -1.960 0.480 0.141
9 Br -0.835 -3.475 -0.241
10 Br -3.160 0.741 1.641
11 Br -2.956 -0.811 -1.113
12 Br -1.588 2.093 -0.866
13 H 1.950 2.081 1.584
14 H 2.614 1.635 -1.021
15 H -0.096 1.015 2.414
16 H 1.591 -0.137 -2.045
17 H -0.963 -1.159 1.048
18 H 0.790 -2.592 -1.714

No. 3
Entry from the OMol25 dataset: one molecule with the formula C8H6ClFO2 in a non-equilibrium geometry (wB97M-V/def2-TZVPD).

SMILES   Oc1ccccc1O/C=C(\F)Cl
Gap between HOMO and LUMO   9.2 eV
Multiplicity   1

Element x y z (Å)
1 C -1.573 0.598 1.601
2 C -1.777 -0.779 1.509
3 C -0.341 1.153 1.265
4 C -0.907 -1.528 0.789
5 C 0.572 0.366 0.571
6 C 0.343 -1.030 0.427
7 C 1.729 1.172 -1.241
8 C 1.069 0.601 -2.235
9 O 1.618 1.099 0.091
10 O 1.246 -1.864 -0.162
11 F 0.013 -0.185 -1.995
12 Cl 1.197 1.093 -3.932
13 H -2.250 1.397 1.849
14 H -2.800 -1.101 1.652
15 H -0.238 2.272 1.226
16 H -1.063 -2.521 0.559
17 H 0.739 -2.647 -0.544
18 H 2.421 1.904 -1.432

No. 4
Entry from the OMol25 dataset: one molecule with the formula C8H6ClN in a non-equilibrium geometry (wB97M-V/def2-TZVPD).

Energy relative to the best compared isomer or geometry (same formula, charge and spin)   0.0 kcal/mol
SMILES   Clc1ccc2cc[nH]c2c1
Gap between HOMO and LUMO   8.9 eV
Multiplicity   1

Element x y z (Å)
1 C -1.788 0.398 -1.302
2 C -1.984 -0.844 -0.670
3 C -0.929 -1.487 0.170
4 C 0.282 -0.713 0.535
5 C 1.360 -0.855 1.411
6 C 2.080 0.328 1.291
7 C 0.387 0.526 -0.068
8 C -0.612 1.057 -1.010
9 H -2.770 -1.537 -1.043
10 H -0.953 -2.429 0.604
11 H 1.551 -1.640 2.133
12 H 3.001 0.758 1.665
13 H 1.982 2.178 0.015
14 H -0.427 2.035 -1.440
15 N 1.495 1.303 0.453
16 Cl -2.676 0.920 -2.746

No. 5
Entry from the OMol25 dataset: a 2-piece molecular cluster, C8H6F3IO2S overall in a non-equilibrium geometry (wB97M-V/def2-TZVPD).

Gap between HOMO and LUMO (alpha / beta)   6.7 / 5.8 eV
Multiplicity   3

Element x y z (Å)
1 C 2.380 -2.158 0.386
2 C 2.398 -2.014 -0.953
3 C 1.918 -1.166 1.284
4 C 1.795 -0.896 -1.524
5 C 1.436 -0.013 0.768
6 C 1.333 0.059 -0.611
7 C -2.704 0.621 0.157
8 C -3.055 2.036 0.654
9 O -1.627 0.540 -0.490
10 O 0.176 1.447 -2.577
11 F -2.402 2.730 -0.359
12 F -2.689 2.654 1.695
13 F -4.294 2.269 0.620
14 S 0.557 1.592 -1.176
15 I -2.200 -0.927 2.099
16 H 2.816 -3.129 0.616
17 H 2.834 -2.777 -1.584
18 H 1.895 -1.095 2.406
19 H 1.763 -0.613 -2.567
20 H 1.219 0.803 1.480
21 H -3.548 0.039 -0.325

No. 6
Entry from the OMol25 dataset: one molecule with the formula C8H6F3NO2 in a non-equilibrium geometry (wB97M-V/def2-TZVPD).

Energy relative to the best compared isomer or geometry (same formula, charge and spin)   0.0 kcal/mol
SMILES   NC1(C(F)(F)F)Oc2ccccc2O1
Gap between HOMO and LUMO   9.4 eV
Multiplicity   1

Element x y z (Å)
1 C -0.213 -1.654 -1.594
2 C -1.511 -1.490 -1.030
3 C 0.745 -0.738 -1.404
4 C -1.816 -0.416 -0.205
5 C 0.517 0.259 -0.488
6 C -0.748 0.430 0.109
7 C 0.655 1.845 1.156
8 C 0.759 3.384 1.150
9 N 1.255 1.338 2.366
10 O 1.450 1.166 -0.010
11 O -0.682 1.471 0.991
12 F 1.946 3.998 1.062
13 F -0.077 3.884 0.231
14 F 0.356 3.809 2.336
15 H -0.103 -2.462 -2.300
16 H -2.146 -2.328 -1.346
17 H 1.839 -0.772 -1.692
18 H -2.621 -0.192 0.389
19 H 0.725 0.544 2.692
20 H 2.230 1.196 2.169